Entry from the Open Molecules 2025 dataset: C30H40AsCl3N3O2P2RuS5 as an isolated structure (ωB97M-V/def2-TZVPD).

XYZ file:
```
87
Properties=species:S:1:pos:R:3:forces:R:3
Ru -0.1730 -0.1237 -0.0486 -1.3 -0.1 1.2
S 2.9673 -2.3481 1.2299 0.1 -0.1 -0.3
As 0.9197 -2.2535 0.6144 -0.1 0.1 0.1
S -0.1551 -1.0791 2.2798 0.2 0.2 -0.4
S -1.8469 -1.9802 2.8891 -0.1 -0.1 0.1
S 0.0297 -4.1637 0.4182 0.0 0.0 0.0
C -3.5178 -2.0074 -0.0668 0.0 -0.2 0.0
P -2.0469 -1.4730 -0.9852 0.1 0.0 -0.2
C -1.8162 -2.9173 -2.0812 0.0 0.0 0.0
C -2.7827 -0.3460 -2.2398 -0.1 0.0 0.0
C -1.6426 0.1271 -3.1338 -0.1 0.1 -0.1
P -0.4058 1.0275 -2.1186 0.2 -0.6 0.0
C 0.8293 1.3447 -3.4231 0.1 0.2 0.1
C -1.2381 2.6556 -2.0182 0.1 0.1 0.0
H -4.2698 -2.3202 -0.7999 0.0 0.0 0.1
H -3.8804 -1.1973 0.5564 0.0 0.0 0.0
H -3.2441 -2.8410 0.5782 0.0 0.0 0.0
H -2.7467 -3.0935 -2.6289 0.0 0.0 0.0
H -1.5575 -3.7789 -1.4713 0.0 0.0 0.0
H -0.9944 -2.7439 -2.7732 0.0 0.0 0.0
H -3.2468 0.4827 -1.6975 0.0 0.0 -0.1
H -3.5638 -0.8583 -2.8131 0.1 0.0 0.0
H -1.9853 0.7571 -3.9632 0.0 0.0 0.1
H -1.1143 -0.7267 -3.5695 0.0 0.0 0.0
H 0.3220 1.7581 -4.2984 0.0 0.0 0.0
H 1.3350 0.4174 -3.6819 0.0 -0.1 0.0
H 1.5834 2.0512 -3.0802 0.0 0.1 0.0
H -1.7069 2.8835 -2.9793 0.0 0.0 0.0
H -0.5124 3.4311 -1.7813 0.0 0.0 0.0
H -1.9834 2.6523 -1.2286 -0.1 0.0 0.0
C 5.0336 -3.2897 -1.5632 -0.1 0.1 0.1
N 3.9828 -2.8644 -2.4740 0.1 0.2 -0.3
C 2.6812 -3.2228 -2.5664 0.1 0.1 0.3
S 1.6462 -2.1492 -3.3875 0.1 -0.2 -0.2
N 2.2062 -4.3632 -2.0503 -0.2 0.4 -0.2
C 2.8572 -5.3151 -1.1692 0.0 -0.1 0.0
H 5.7566 -2.4764 -1.5277 0.1 0.0 0.0
H 5.5434 -4.1873 -1.9171 0.0 0.0 0.0
H 4.6597 -3.4128 -0.5477 -0.1 -0.1 0.0
H 4.0945 -1.9355 -2.8540 0.0 -0.2 0.0
H 1.2023 -4.2890 -1.9026 0.1 -0.2 0.1
H 3.8525 -5.5589 -1.5293 0.1 0.0 0.0
H 2.2646 -6.2289 -1.1905 0.0 0.0 0.0
H 2.8922 -4.9485 -0.1423 0.0 0.0 0.0
Cl -2.1932 7.1780 3.1138 0.0 -0.1 0.0
C -0.9246 5.9726 2.9759 0.0 0.1 -0.1
C 0.2310 6.3235 2.3063 0.0 0.0 0.0
C 1.2499 5.3935 2.1818 -0.1 -0.1 0.1
C 1.0989 4.1472 2.7674 0.0 0.0 0.0
C -0.0536 3.8214 3.4625 0.2 -0.1 -0.1
Cl -0.0960 2.2860 4.2534 0.1 0.0 0.0
C -1.1301 4.7139 3.5538 0.0 0.0 0.1
N -2.3147 4.4434 4.2060 -0.1 0.2 0.2
C -2.9327 3.1793 4.3852 -0.1 0.2 0.1
C -3.2946 2.8137 5.6778 0.0 -0.1 0.0
C -3.8901 1.5887 5.9200 0.0 0.0 0.0
C -4.1009 0.7110 4.8645 0.0 0.1 0.0
C -3.7807 1.0997 3.5760 0.0 0.0 0.0
C -3.2288 2.3524 3.3079 -0.2 -0.1 -0.1
C -3.0268 2.7564 1.8651 -0.1 0.1 0.1
C -2.1114 1.7753 1.1401 0.2 -0.1 0.1
O -2.6071 0.6894 0.7873 -0.2 0.0 -0.4
O -0.9141 2.0905 0.9483 0.1 0.1 -0.3
H 0.3107 7.3104 1.8722 0.0 0.0 0.0
H 2.1466 5.6266 1.6276 0.1 0.0 0.0
H 1.8763 3.4004 2.6941 0.0 0.0 0.0
H -2.7578 5.2295 4.6554 0.0 -0.1 -0.2
H -3.0633 3.4872 6.4940 0.0 0.0 0.0
H -4.1523 1.3071 6.9324 0.0 0.0 0.0
H -4.4997 -0.2784 5.0386 0.0 0.0 0.0
H -3.9231 0.4191 2.7473 0.0 0.0 0.0
H -2.6470 3.7735 1.7769 0.0 -0.1 0.0
H -4.0017 2.7039 1.3720 0.0 0.0 0.0
Cl 4.5525 4.6194 -3.0801 0.0 0.0 0.0
C 3.6891 3.5029 -2.0292 -0.1 0.0 0.0
C 4.1256 2.1949 -1.9101 0.0 -0.1 0.1
C 3.4410 1.3241 -1.0741 0.2 0.0 -0.1
C 2.3108 1.7242 -0.3563 -0.1 -0.3 0.3
C 1.6137 0.7866 0.5560 0.4 0.4 -0.4
C 1.8967 3.0508 -0.5121 -0.1 0.1 0.1
C 2.5745 3.9395 -1.3313 0.0 0.0 -0.1
H 4.9938 1.8610 -2.4630 0.0 0.0 0.0
H 3.7831 0.3018 -0.9586 0.0 0.0 0.0
H 1.1404 1.3319 1.3742 0.2 0.0 0.2
H 2.2855 0.0081 0.9070 0.2 0.2 0.2
H 1.0166 3.3748 0.0289 0.0 0.0 0.0
H 2.2380 4.9641 -1.4326 0.0 0.0 0.0
```
Forces are in eV/Å.

Results
ΔE to the lowest compared entry with this formula, charge and spin: 1.493 eV
Spin multiplicity: 2
Orbital gap (alpha / beta): 4.84 / 4.87 eV
Net charge: -2

How positive or negative is each atom? The Mulliken charges in e answer that: Ru 0.4059; S -0.6872; As 0.8574; S 0.0490; S -0.4692; S -0.5249; C -1.3193; P 1.4505; C -1.2298; C -1.2432; C -1.0919; P 0.8343; C -1.0032; C -1.5312; H 0.4376; H 0.1492; H 0.2650; H 0.4595; H 0.2856; H 0.1194; H 0.2550; H 0.6066; H 0.6523; H 0.3323; H 0.5030; H 0.0654; H 0.1788; H 0.5613; H 0.2717; H 0.2101; C -1.0101; N -0.2404; C 0.5798; S -0.5125; N -0.1186; C -0.9333; H 0.3347; H 0.3585; H 0.2373; H 0.2240; H 0.0699; H 0.3857; H 0.2855; H 0.2871; Cl -0.3005; C 0.9088; C -0.7599; C -0.3658; C -0.4816; C 0.7783; Cl -0.1173; C -0.8464; N 0.0278; C -0.0621; C -0.6236; C -0.4856; C -0.9743; C -0.2609; C 0.4377; C -1.0851; C -0.3395; O -0.2142; O 0.0458; H 0.4099; H 0.4125; H 0.3347; H 0.2862; H 0.4054; H 0.3375; H 0.4020; H 0.3053; H 0.2447; H 0.5511; Cl -0.2957; C 0.1740; C -0.8266; C -0.0746; C -0.5264; C -0.9668; C -0.1587; C -1.1727; H 0.3910; H 0.4631; H -0.0658; H 0.6373; H 1.2453; H 0.4077

=====

Entry from the Open Molecules 2025 dataset: a 3-piece molecular cluster, C30H40BNO11S overall (ωB97M-V/def2-TZVPD).

XYZ file:
```
84
Properties=species:S:1:pos:R:3:forces:R:3
C -5.7492 -0.4025 -1.7140 6.6 -3.1 -0.1
C -4.5076 -0.8237 -1.5057 -4.5 1.4 -0.6
C -3.0314 -1.3255 -1.1730 1.9 -0.6 0.7
C -2.4050 -2.6768 -1.7586 2.0 3.0 2.7
S -3.4677 -3.6997 -2.9166 -2.4 -5.0 -0.5
C -3.5263 -2.8219 -4.5854 0.2 0.7 0.3
O -2.8283 -5.0590 -3.1977 -0.6 4.2 0.9
O -4.8862 -3.9016 -2.3947 4.0 1.8 -1.1
C -0.9174 -3.1020 -1.3424 -1.5 2.5 1.1
C -0.0552 -2.2130 -0.3675 -2.6 1.7 -0.3
C -0.6570 -0.8480 0.2305 -1.4 -2.7 -2.5
C -2.1246 -0.4691 -0.1903 0.7 -0.6 -0.3
C -2.7655 0.8594 0.4307 -1.5 2.6 1.9
C -3.3085 0.7890 1.9376 0.0 3.6 -3.3
C -3.9686 2.0981 2.5065 1.2 -1.2 -1.6
N -4.1186 3.3797 1.8496 2.2 -4.3 -2.7
C -3.6215 3.4157 0.4913 0.8 -2.1 0.2
C -2.9137 2.2494 -0.3174 -1.3 -1.3 4.0
C 0.2912 0.0132 1.2083 -0.6 2.4 2.5
O -0.1215 0.8625 2.0693 1.5 -3.8 -4.1
C 1.9081 -0.2260 1.1609 0.8 -2.4 -1.3
O 2.7254 0.8336 1.6724 -1.5 -1.7 -2.0
C 3.3141 1.6390 0.6149 1.0 1.2 -1.1
C 2.2972 2.6485 -0.1221 0.8 1.1 0.0
C 1.4880 3.6203 0.8837 -0.6 -0.1 -1.0
O 1.4123 1.9638 -1.0935 1.7 0.6 0.4
C 2.4848 -1.4707 0.6674 -2.6 1.9 0.5
B 4.0763 -1.8066 0.6320 1.1 -1.1 -0.9
C 5.2474 -1.0501 1.4833 0.3 0.5 0.6
O 4.5261 -2.8718 -0.2837 -1.1 1.1 2.4
C 1.4498 -2.6098 0.1249 -0.1 -3.3 -0.2
O 1.7360 -3.8595 0.0917 -0.9 5.6 0.2
H -6.7870 -0.3382 -2.2248 2.4 0.1 1.4
H -3.9376 -1.7613 -4.3837 0.6 -1.7 -0.4
H -2.4404 -2.7833 -4.9620 -1.7 -0.1 0.6
H -4.2059 -3.4212 -5.3126 1.2 0.9 1.7
H -0.5180 -4.1007 -1.7656 -0.7 1.9 0.9
H -3.1732 -0.2065 2.4880 -0.4 1.9 -0.7
H -4.3688 2.0297 3.5988 0.8 0.3 -2.2
H -3.7481 4.4252 -0.0773 0.2 -2.0 1.2
H -2.5212 2.3873 -1.3915 -0.8 -0.2 2.0
H 4.1665 2.2604 1.1129 -1.7 -1.0 -0.7
H 3.8542 1.0073 -0.2066 -1.2 0.8 1.5
H 2.9609 3.3512 -0.7812 -0.9 -1.2 1.3
H 1.1132 3.0912 1.8311 0.8 0.8 -1.4
H 2.1323 4.5601 1.0970 -1.1 -1.8 -0.1
H 0.5410 3.9770 0.3047 1.7 -0.6 1.0
H 1.9640 1.9495 -1.9184 -1.0 -0.2 1.1
H 6.1930 -1.7054 1.5288 -1.5 0.9 -0.1
H 5.5850 -0.0395 1.0051 -0.7 -1.7 0.7
H 4.9088 -0.7958 2.5681 0.6 -0.4 -1.9
H 4.6752 -3.6945 0.2433 0.0 0.9 -0.7
C 7.7910 -6.3480 4.3972 -0.1 0.0 0.2
O 7.4735 -5.4693 5.4686 0.0 0.1 -0.4
C 7.5815 -4.0961 5.0934 -0.3 -0.1 0.5
C 6.2081 -3.4801 4.8447 0.3 0.0 -0.5
O 5.5935 -4.0366 3.6809 0.0 -0.2 0.3
C 4.5857 -4.9847 4.0069 0.0 0.0 -0.2
H 7.5032 -7.3599 4.6886 0.0 0.1 0.1
H 7.2516 -6.0830 3.4833 0.0 0.0 0.0
H 8.8685 -6.3302 4.2087 0.0 0.0 -0.1
H 8.2296 -3.9788 4.2169 -0.1 0.0 0.0
H 8.0533 -3.5735 5.9323 0.0 0.0 0.0
H 6.3319 -2.4097 4.6548 0.0 0.0 0.0
H 5.5606 -3.5944 5.7208 0.1 -0.1 0.0
H 3.7077 -4.4701 4.4099 0.0 -0.1 0.1
H 4.9437 -5.7258 4.7252 0.0 0.0 0.0
H 4.2953 -5.5033 3.0905 0.1 0.1 0.0
C -7.1686 6.3639 -3.9520 0.0 -0.1 -0.1
O -6.1593 6.0146 -4.8906 0.1 0.1 0.4
C -4.8498 6.3382 -4.4234 -0.1 -0.4 -0.4
C -4.1155 5.0957 -3.9290 -0.1 0.4 0.5
O -4.7136 4.5798 -2.7382 -0.1 0.0 -0.4
C -5.5090 3.4301 -2.9856 0.0 0.0 0.2
H -8.1096 5.9187 -4.2809 0.1 0.0 -0.1
H -6.9376 5.9882 -2.9511 0.0 0.0 0.0
H -7.2868 7.4509 -3.9206 0.0 0.0 0.1
H -4.8904 7.1074 -3.6434 0.0 -0.1 0.0
H -4.3016 6.7532 -5.2760 0.0 0.0 0.0
H -3.0888 5.3730 -3.6717 0.0 0.0 -0.1
H -4.0720 4.3275 -4.7086 -0.1 0.1 0.0
H -4.8624 2.5758 -3.2106 -0.1 -0.1 -0.1
H -6.2114 3.5918 -3.8066 0.0 0.0 0.0
H -6.0790 3.2073 -2.0809 0.2 0.1 0.0
```
Forces are in eV/Å.

Results
SMILES: C#Cc1c(S(C)(=O)=O)cc2c(c1-c1ccncc1)C(=O)C(OC[C@H](C)O)=C(B(C)O)C2=O.COCCOC.COCCOC
ΔE to the lowest compared entry with this formula, charge and spin: 10.659 eV
Spin multiplicity: 1
Orbital gap: 6.91 eV

How positive or negative is each atom? The Mulliken charges in e answer that: C -0.5989; C -0.5117; C 0.6739; C 0.0555; S 1.1767; C -0.8097; O -0.6556; O -0.5837; C -0.8726; C 0.2054; C 0.0985; C -0.0525; C 0.5767; C -0.3281; C -0.2746; N -0.5307; C -0.3384; C -0.0822; C 0.6700; O -0.5358; C 0.1393; O -0.3942; C -0.3834; C -0.0609; C -1.0987; O -0.4791; C 0.1147; B 0.4471; C -0.7714; O -0.5625; C 0.1005; O -0.5772; H 0.3537; H 0.2760; H 0.3358; H 0.3269; H 0.4233; H 0.3404; H 0.2935; H 0.2860; H 0.3978; H 0.3419; H 0.2262; H 0.5016; H 0.2064; H 0.3594; H 0.2570; H 0.3064; H 0.2431; H 0.2630; H 0.2048; H 0.3042; C -0.6723; O -0.3805; C -0.6163; C -0.4780; O -0.1818; C -0.8972; H 0.2441; H 0.2556; H 0.3317; H 0.3139; H 0.3934; H 0.3415; H 0.3753; H 0.3119; H 0.4041; H 0.2644; C -0.6692; O -0.3721; C -0.5634; C -0.5536; O -0.2808; C -0.8755; H 0.2423; H 0.2615; H 0.3299; H 0.3293; H 0.3718; H 0.3706; H 0.3643; H 0.3152; H 0.4637; H 0.2522

=====

Entry from the Open Molecules 2025 dataset: C30H40IKN2O3 as an isolated structure (ωB97M-V/def2-TZVPD).

XYZ file:
```
77
Properties=species:S:1:pos:R:3:forces:R:3
K -0.2649 -0.1686 -1.0349 0.4 1.2 2.9
C -1.2191 -0.5435 -5.1923 0.2 0.0 0.1
C -1.1793 -1.8531 -4.4681 0.0 0.2 -0.2
N -1.8310 -2.8513 -4.9867 0.0 0.3 -0.2
C -1.8038 -4.0382 -4.3634 0.0 -0.6 0.3
C -1.1903 -4.2528 -3.1576 -0.3 -0.1 -0.1
C -1.2123 -5.6475 -2.5848 0.2 -0.1 -0.4
O -1.9418 -5.6990 -1.3701 -0.3 0.1 0.3
C -0.5288 -3.1677 -2.5146 -0.3 0.6 -0.8
C -0.0458 -3.3703 -1.2017 0.4 -0.2 1.0
N 0.4524 -2.5122 -0.3607 -0.2 -0.1 -0.8
C 0.9764 -3.0216 0.8051 0.5 -0.6 0.6
C 1.6277 -4.2694 0.8237 -0.1 0.1 -0.1
C 2.1505 -4.8152 1.9746 0.0 -0.1 0.1
C 2.0711 -4.1224 3.1700 0.0 0.0 0.0
C 1.4936 -2.8657 3.1759 0.0 0.0 0.2
C 0.9699 -2.3249 2.0162 -0.2 0.4 0.0
I 0.1778 -0.3635 2.1876 0.2 -0.4 0.2
C -0.4066 -1.9318 -3.2437 0.0 -0.8 -0.1
O 0.3073 -0.9617 -2.8822 0.9 -0.9 -2.6
H -1.3485 -0.7261 -6.2556 -0.1 0.1 0.0
H -0.2962 -0.0009 -5.0029 0.0 0.1 -0.1
H -2.0552 0.0612 -4.8356 0.0 0.1 0.0
H -2.3192 -4.8362 -4.8795 0.0 -0.2 0.1
H -0.1791 -5.9944 -2.4200 -0.1 0.0 0.0
H -1.6736 -6.3121 -3.3265 0.1 0.1 0.0
H -2.0371 -6.6196 -1.1059 0.0 0.0 0.0
H -0.1865 -4.3915 -0.8457 0.1 0.0 0.0
H 1.7248 -4.7988 -0.1133 0.1 0.0 0.0
H 2.6160 -5.7892 1.9398 0.1 -0.1 0.0
H 2.4639 -4.5436 4.0829 0.1 0.0 0.1
H 1.4502 -2.2960 4.0910 0.0 0.0 0.1
C -0.5468 5.4660 -0.1412 0.2 0.0 0.0
C 0.5563 4.6944 0.5363 0.1 0.0 0.0
C 1.7915 4.4587 -0.0751 0.0 -0.1 0.1
C 2.1444 4.9982 -1.4365 -0.1 0.0 0.1
C 2.7520 3.6800 0.5802 -0.1 0.0 0.0
C 4.0347 3.3691 -0.1439 -0.1 0.0 0.1
C 2.5317 3.2172 1.8805 0.0 0.0 -0.1
C 3.6042 2.3924 2.5404 -0.1 0.0 0.0
C 1.3269 3.5198 2.5197 0.0 0.1 -0.2
C 1.0379 3.1360 3.9438 0.1 0.0 0.0
C 0.3263 4.2078 1.8256 0.2 -0.1 -0.1
C -0.9965 4.4150 2.5108 0.1 0.0 -0.1
H -0.8038 6.3444 0.4493 -0.1 0.1 0.0
H -1.4344 4.8419 -0.2339 -0.2 0.0 0.0
H -0.2778 5.7982 -1.1361 0.0 0.0 -0.1
H 2.0782 4.2134 -2.1896 0.0 0.0 -0.2
H 3.1654 5.3690 -1.4352 0.1 0.0 -0.1
H 1.5046 5.8177 -1.7407 0.0 0.0 -0.1
H 4.6503 4.2654 -0.2321 0.1 0.0 -0.1
H 3.8243 3.0047 -1.1487 0.1 0.0 -0.1
H 4.6237 2.6168 0.3664 0.0 -0.1 0.0
H 4.5455 2.9408 2.5683 0.1 -0.1 0.0
H 3.7544 1.4690 1.9797 0.1 -0.1 0.0
H 3.3444 2.1163 3.5546 0.1 -0.1 0.0
H 0.3419 2.2975 3.9777 -0.1 -0.1 0.2
H 0.5825 3.9723 4.4689 -0.1 0.0 0.1
H 1.9274 2.8546 4.4935 0.0 0.0 0.1
H -0.9045 5.1563 3.3021 -0.1 0.1 0.2
H -1.3272 3.4825 2.9601 -0.1 0.0 0.1
H -1.7673 4.7507 1.8303 -0.1 0.0 0.0
C -3.2963 -0.5345 -0.2397 0.1 0.4 -0.2
C -3.3507 0.5792 -1.2690 -0.6 -0.1 0.1
O -2.0974 1.2257 -1.3227 -0.9 0.7 -0.2
C -2.0515 2.2681 -2.2759 -0.1 0.4 -0.3
C -0.6065 2.6591 -2.5211 -0.4 -0.3 0.1
H -4.2932 -0.9260 -0.0691 -0.1 -0.1 0.0
H -2.9104 -0.1451 0.6982 0.0 0.0 0.2
H -2.6591 -1.3426 -0.5887 0.0 -0.2 0.1
H -4.1327 1.3065 -0.9962 0.1 -0.1 -0.1
H -3.5956 0.1599 -2.2571 0.0 0.2 0.1
H -2.6236 3.1350 -1.9062 0.0 -0.2 -0.1
H -2.5120 1.9287 -3.2156 0.0 0.0 0.1
H -0.1443 2.9533 -1.5823 0.2 0.1 0.1
H -0.5711 3.4907 -3.2186 0.1 0.1 0.0
H -0.0635 1.8166 -2.9466 0.1 0.0 -0.1
```
Forces are in eV/Å.

Results
Spin multiplicity: 1
Orbital gap: 7.21 eV

How positive or negative is each atom? The Mulliken charges in e answer that: K 0.6573; C -1.0354; C 0.6491; N -0.6907; C -0.9741; C 0.7803; C -1.0244; O -0.5327; C 0.4427; C -0.6443; N -0.0020; C -0.0374; C -0.1372; C -0.7583; C -0.5935; C -0.5013; C 0.0072; I 0.1155; C 0.5120; O -1.2371; H 0.4174; H 0.3292; H 0.0326; H 0.3180; H 0.3382; H 0.4142; H 0.3131; H 0.9159; H 0.5209; H 0.3762; H 0.3755; H 0.3950; C -2.3730; C 1.0585; C 1.1892; C -2.2758; C 0.9735; C -2.1267; C 0.9573; C -2.3558; C 0.9720; C -1.8568; C 1.1171; C -2.1987; H 0.5345; H 0.2833; H 0.2474; H 0.2997; H 0.5317; H 0.4499; H 0.3659; H 0.3598; H 0.4555; H 0.4170; H 0.4247; H 0.2842; H 0.2412; H 0.3788; H 0.4726; H 0.3795; H 0.3682; H 0.4673; C -1.0371; C -0.3119; O -0.0570; C -0.3454; C -1.0291; H 0.4295; H 0.2388; H 0.1989; H 0.3215; H 0.2972; H 0.3222; H 0.3526; H 0.0050; H 0.4906; H 0.3402

=====

Here are the calculated energy numbers, same order: -7867.0224; -2471.9050; -2400.0127 (a.u.).
Here are the calculated strongest force on any atom numbers, same order: 0.034; 0.141; 0.062 (Eh/bohr).